No. 1
Formula: C23H44Br8O11S3
Source: the Open Molecules 2025 dataset
Level of theory: ωB97M-V/def2-TZVPD

Geometry as XYZ:
```
89
Properties=species:S:1:pos:R:3
Br 0.651 -1.127 1.947
C 1.026 -0.092 0.231
C -0.186 -0.154 -0.637
Br 0.019 0.821 -2.491
H 1.758 -0.539 -0.441
H 1.377 0.901 0.511
H -0.983 0.392 -0.133
H -0.538 -1.174 -0.790
Br 4.673 -0.334 -0.863
C 4.317 -1.573 0.656
C 3.596 -2.782 0.114
Br 3.492 -3.922 1.733
H 3.704 -0.989 1.342
H 5.248 -1.668 1.215
H 4.298 -3.324 -0.520
H 2.628 -2.676 -0.376
Br -0.752 -5.614 0.460
C -0.234 -4.358 -0.986
C -1.425 -4.246 -1.958
Br -1.066 -2.844 -3.309
H 0.798 -4.522 -1.297
H -0.197 -3.397 -0.472
H -2.348 -4.007 -1.430
H -1.639 -5.158 -2.516
Br 1.309 3.594 -0.131
C 3.334 3.803 -0.077
C 3.909 3.144 1.139
Br 5.688 4.201 1.439
H 3.453 4.865 0.136
H 3.828 3.583 -1.024
H 4.074 2.092 0.906
H 3.373 3.354 2.064
O -6.429 -1.695 3.375
S -5.604 -0.492 3.222
O -5.541 0.593 4.198
O -4.084 -0.979 2.841
C -3.526 -1.883 3.835
C -2.014 -2.006 3.653
C -6.001 0.460 1.623
H -3.991 -2.846 3.621
H -3.852 -1.527 4.812
H -1.915 -2.432 2.655
H -1.682 -2.672 4.449
H -1.598 -1.008 3.518
H -6.867 -0.030 1.179
H -5.138 0.288 0.980
H -6.173 1.464 2.010
O -0.108 -1.646 -6.919
S 1.218 -1.946 -6.466
O 1.681 -3.337 -6.234
O 2.382 -1.174 -7.420
C 1.805 -0.286 -8.402
C 2.721 0.574 -9.234
C 1.618 -0.910 -4.979
H 0.986 0.325 -8.024
H 1.349 -0.932 -9.152
H 2.200 0.925 -10.124
H 3.515 -0.072 -9.607
H 3.304 1.282 -8.644
H 2.647 -0.578 -5.117
H 1.667 -1.502 -4.065
H 0.885 -0.108 -4.890
O -6.135 2.250 -0.771
S -4.755 2.629 -0.893
O -4.363 4.025 -1.179
O -3.945 2.101 0.441
C -2.727 2.850 0.663
C -2.054 2.402 1.927
C -4.039 1.419 -2.100
H -3.026 3.897 0.725
H -1.983 3.105 -0.092
H -2.736 2.550 2.764
H -1.119 2.952 2.037
H -1.971 1.315 1.901
H -2.966 1.599 -2.025
H -4.368 1.563 -3.130
H -4.255 0.496 -1.563
C 3.525 1.944 5.506
C 2.785 2.178 6.649
C 1.668 1.304 7.059
O 0.837 1.517 7.913
C 1.461 0.231 6.153
C 2.152 0.091 4.953
C 3.208 0.909 4.505
O 3.849 0.607 3.522
H 4.432 2.531 5.528
H 3.071 2.912 7.387
H 0.847 -0.599 6.471
H 1.965 -0.878 4.513
```

As for the expectation value of S²: 0.76. As for the charge: +1. Its spin multiplicity is 2. The LUMO energy (alpha / beta) is -4.47 / -9.73 eV. For the HOMO-LUMO gap (alpha / beta), the calculation gives 8.0392 / 2.7768 eV.

No. 2
Formula: C38H62N4O9
Source: the Open Molecules 2025 dataset
Level of theory: ωB97M-V/def2-TZVPD

Geometry as XYZ:
```
113
Properties=species:S:1:pos:R:3
C -5.861 0.356 2.416
C -4.860 0.128 1.269
C -3.585 -0.515 1.816
O -2.455 -0.266 0.999
C -1.519 0.601 1.599
C -0.265 0.703 0.771
C 0.143 1.991 0.410
C 1.288 2.170 -0.352
C 2.011 1.058 -0.784
C 1.592 -0.218 -0.442
C 0.470 -0.423 0.366
C 0.148 -1.858 0.706
C -0.161 -2.191 2.164
C 0.862 -1.712 3.209
O 2.200 -1.578 2.683
C 2.777 -0.386 2.997
C 2.936 -0.063 4.454
O 3.194 0.342 2.160
C 3.252 1.290 -1.563
O 3.589 0.599 -2.489
C 4.029 2.474 -1.100
C 5.418 2.449 -1.054
C 6.106 3.571 -0.600
C 7.613 3.636 -0.497
C 8.358 2.335 -0.815
C 8.686 1.554 0.429
N 7.626 1.228 1.265
O 9.826 1.286 0.722
C 5.363 4.696 -0.215
C 3.977 4.722 -0.250
C 3.296 3.592 -0.694
C 1.813 3.510 -0.722
O 1.115 4.440 -1.038
H -5.635 -0.284 3.269
H -6.875 0.112 2.119
H -5.806 1.380 2.773
H -5.298 -0.510 0.511
H -4.580 1.094 0.862
H -3.728 -1.593 1.907
H -3.442 -0.143 2.832
H -1.946 1.601 1.715
H -1.260 0.277 2.611
H -0.426 2.850 0.730
H 2.177 -1.055 -0.792
H -0.663 -2.227 0.083
H 1.017 -2.455 0.443
H -0.198 -3.276 2.237
H -1.137 -1.830 2.467
H 0.905 -2.473 3.987
H 0.509 -0.804 3.694
H 2.248 0.742 4.706
H 2.710 -0.897 5.108
H 3.935 0.322 4.610
H 5.900 1.543 -1.389
H 7.844 3.877 0.541
H 7.983 4.470 -1.085
H 9.324 2.585 -1.240
H 7.840 1.730 -1.555
H 7.819 0.361 1.749
H 6.779 1.123 0.716
H 5.905 5.560 0.143
H 3.420 5.588 0.070
C 4.756 -1.176 0.052
O 6.067 -0.928 -0.432
C 6.973 -2.010 -0.310
C 6.861 -3.070 -1.415
C 5.658 -3.997 -1.262
N 6.835 -2.477 -2.755
H 4.770 -1.835 0.925
H 4.119 -1.603 -0.727
H 4.327 -0.219 0.348
H 7.969 -1.561 -0.375
H 6.891 -2.464 0.687
H 7.760 -3.689 -1.342
H 4.732 -3.518 -1.577
H 5.789 -4.882 -1.884
H 5.541 -4.327 -0.227
H 7.693 -1.955 -2.909
H 6.103 -1.771 -2.771
C -9.068 0.942 -0.665
O -8.874 1.263 0.700
C -8.885 2.644 1.005
C -10.282 3.265 1.148
C -10.991 3.508 -0.181
N -11.158 2.471 2.015
H -8.615 1.691 -1.321
H -10.128 0.836 -0.905
H -8.587 -0.019 -0.848
H -8.380 2.727 1.972
H -8.277 3.198 0.278
H -10.141 4.241 1.624
H -11.402 2.589 -0.598
H -11.823 4.196 -0.040
H -10.313 3.946 -0.917
H -10.746 2.408 2.942
H -11.149 1.515 1.671
C -2.152 -1.645 -2.234
O -1.849 -3.002 -1.955
C -2.928 -3.906 -2.089
C -3.218 -4.360 -3.527
C -3.930 -3.310 -4.375
N -2.006 -4.793 -4.229
H -3.167 -1.384 -1.921
H -2.020 -1.420 -3.294
H -1.449 -1.030 -1.672
H -2.638 -4.787 -1.510
H -3.829 -3.493 -1.616
H -3.884 -5.224 -3.452
H -3.250 -2.532 -4.718
H -4.358 -3.776 -5.263
H -4.742 -2.836 -3.819
H -1.590 -5.575 -3.730
H -1.318 -4.049 -4.147
```

Its spin multiplicity is 1. The LUMO energy is -0.46 eV. For the HOMO-LUMO gap, the calculation gives 8.6575 eV. As for the SMILES: CCCOCc1cc2c(cc1CCCOC(C)=O)C(=O)c1cc(CCC(N)=O)ccc1C2=O.COC[C@@H](C)N.COC[C@@H](C)N.COC[C@@H](C)N.

No. 3
Formula: C2HF2HgO
Source: the Open Molecules 2025 dataset
Level of theory: ωB97M-V/def2-TZVPD

Geometry as XYZ:
```
7
Properties=species:S:1:pos:R:3
F 0.798 0.631 0.535
C -0.901 -0.630 -0.761
C -0.389 -0.007 0.403
O -1.295 0.662 -0.377
H -0.567 -0.878 -1.769
F -0.696 -0.528 1.590
Hg 3.049 0.751 0.379
```

As for the expectation value of S²: 2.00. As for the charge: +1. Its spin multiplicity is 3. The LUMO energy (alpha / beta) is -4.61 / -9.39 eV. For the HOMO-LUMO gap (alpha / beta), the calculation gives 8.8212 / 7.0529 eV. The value obtained for the energy above the lowest of the compared OMol25 structures with the same formula, charge and spin is 0.00 kJ/mol.

No. 4
Formula: C8H10O3P2
Source: the Open Molecules 2025 dataset
Level of theory: ωB97M-V/def2-TZVPD

Geometry as XYZ:
```
23
Properties=species:S:1:pos:R:3
O 2.062 0.926 -4.498
P 0.801 0.901 -3.794
P 0.001 -1.509 -3.568
O 1.198 -2.329 -3.710
C -0.615 -1.768 -1.854
C -0.715 -0.479 -1.110
C 0.199 0.493 -1.020
C 1.375 0.840 -1.948
C -0.303 1.273 0.171
C 0.105 0.460 1.343
C -1.043 -0.572 1.409
C -1.714 -0.236 0.091
O -1.705 1.159 0.111
H -1.594 -2.139 -1.852
H 0.070 -2.519 -1.468
H 2.170 0.032 -2.158
H 1.868 1.757 -1.838
H 0.023 2.415 0.038
H 0.083 1.001 2.166
H 0.963 -0.044 1.062
H -0.737 -1.534 1.599
H -1.784 -0.296 2.074
H -2.721 -0.492 0.062
```

Its spin multiplicity is 1. The LUMO energy (alpha / beta) is -2.15 / -2.14 eV. For the HOMO-LUMO gap (alpha / beta), the calculation gives 6.5118 / 6.5172 eV. The value obtained for the energy above the lowest of the compared OMol25 structures with the same formula, charge and spin is 0.00 kJ/mol. As for the SMILES: O=P1=P(=O)CC2=C(C1)[C@@H]1CC[C@H]2O1.

No. 5
Formula: C2H5N5O
Source: the Open Molecules 2025 dataset
Level of theory: ωB97M-V/def2-TZVPD

Geometry as XYZ:
```
13
Properties=species:S:1:pos:R:3
C 0.089 -1.837 2.109
N -0.496 -1.253 0.746
N -1.132 -0.105 0.932
N -0.767 0.747 -0.032
C 0.271 0.282 -0.698
N 0.841 1.001 -1.622
O 0.425 2.353 -1.512
N 0.681 -0.983 -0.304
H 0.698 -2.728 1.933
H -0.700 -2.394 2.853
H 0.636 -0.868 2.612
H -0.408 2.425 -0.866
H 0.337 -1.779 -0.943
```

Its spin multiplicity is 1. The LUMO energy is -0.92 eV. For the HOMO-LUMO gap, the calculation gives 7.6007 eV. The value obtained for the energy above the lowest of the compared OMol25 structures with the same formula, charge and spin is 564.60 kJ/mol. As for the SMILES: Cn1nn/c(=N\O)[nH]1.

No. 6
Formula: C5H8N2S
Source: the Open Molecules 2025 dataset
Level of theory: ωB97M-V/def2-TZVPD

Geometry as XYZ:
```
16
Properties=species:S:1:pos:R:3
H 1.147 -2.210 -2.261
N 0.273 -2.359 -1.550
C 0.071 -1.306 -0.763
C 0.820 0.076 -0.858
C -0.132 1.196 -0.181
C -0.233 2.073 1.059
C -0.573 0.626 1.222
S -1.798 -0.563 1.140
N -0.560 -1.590 0.302
H 1.760 -0.182 -0.264
H 1.057 0.258 -2.033
H -1.091 1.116 -0.820
H 0.682 2.369 1.578
H -0.945 2.977 1.215
H 0.174 0.298 1.790
H -0.652 -2.778 0.422
```

Its spin multiplicity is 1. The LUMO energy is 0.53 eV. For the HOMO-LUMO gap, the calculation gives 8.9735 eV. The value obtained for the energy above the lowest of the compared OMol25 structures with the same formula, charge and spin is 508.34 kJ/mol. As for the SMILES: [H]/N=C1\C[C@@H]2C[C@H]2SN1.